This record from the OMol25 dataset describes C12H10InN2O20S4 as an isolated structure. The level of theory is the ωB97M-V functional and the def2-TZVPD basis.

Results
Relative energy (zero: lowest compared OMol25 entry of this formula, charge and spin) in kJ/mol: 133.4
Electronic energy in eV: -105020.036
E_LUMO in eV: 8.02
HOMO-LUMO gap in eV: 1.4648
M in Da: 745.292
Charge: -5

Structure (XYZ):
```
49
Properties=species:S:1:pos:R:3:forces:R:3
In -0.621 -0.321 2.501 -2.119 0.207 0.534
S -2.420 -2.715 0.465 -0.451 2.585 4.601
O -3.254 -2.242 -0.571 -1.672 -0.433 -5.704
O -1.028 -2.253 0.398 2.392 -1.155 -1.678
O -2.969 -1.876 1.533 0.113 1.647 3.147
O -2.653 -4.060 0.921 0.937 -3.335 -1.106
S -3.473 2.365 1.614 0.888 -0.326 0.985
O -2.311 3.120 1.132 -0.329 1.829 -0.821
O -3.716 2.565 3.048 -0.758 1.372 0.099
O -4.671 2.362 0.795 -1.370 2.001 -1.047
O -3.070 0.983 1.564 1.810 -4.228 0.470
S -0.926 1.974 5.862 -2.398 -0.549 0.321
O -2.145 2.653 5.419 -0.956 1.496 0.498
O -1.338 0.828 6.675 0.525 -0.225 2.006
O -0.373 1.431 4.659 2.662 -1.522 -3.782
O 0.037 2.888 6.477 0.979 0.855 1.379
S -4.283 -0.753 4.567 0.765 -3.541 -2.819
O -4.240 -1.802 5.569 -1.344 -1.558 1.875
O -4.892 -1.254 3.304 -0.212 0.922 1.473
O -4.808 0.477 5.022 -1.962 2.954 1.083
O -2.847 -0.492 4.396 2.256 0.941 -1.491
C 1.012 2.123 -4.903 0.100 -0.202 1.086
C 0.159 1.025 -4.912 -0.477 0.340 1.783
C -0.475 0.639 -3.689 0.260 0.416 -1.946
C -0.234 1.272 -2.488 1.013 0.008 -0.787
C 0.724 2.332 -2.448 -0.071 -0.868 -0.974
C 1.347 2.730 -3.664 -1.691 -0.611 0.129
N -1.005 0.731 -1.341 -2.508 1.562 2.264
O -2.184 0.361 -1.587 3.412 0.501 0.304
O -0.522 0.943 -0.216 -0.555 -0.843 -2.470
H 1.426 2.539 -5.809 0.149 -0.098 -0.199
H -0.139 0.466 -5.787 0.177 0.183 -0.292
H -1.257 -0.095 -3.814 0.061 -0.262 0.690
H 1.009 2.804 -1.519 -0.275 -0.087 0.145
H 1.956 3.621 -3.705 0.270 -0.024 0.301
C 4.901 -2.982 -2.536 0.965 0.215 -0.240
C 3.777 -3.464 -1.936 -2.278 1.123 1.691
C 2.989 -2.588 -1.098 1.195 -0.909 -0.824
C 3.368 -1.270 -0.907 0.312 1.018 0.114
C 4.593 -0.756 -1.460 -0.069 -2.799 -1.010
C 5.340 -1.703 -2.243 -0.774 2.026 1.546
N 2.476 -0.387 -0.091 -0.942 -0.693 2.412
O 2.410 0.788 -0.475 0.282 -1.013 0.463
O 1.892 -0.862 0.971 2.522 1.378 -3.868
H 5.519 -3.536 -3.227 -0.056 -0.498 0.069
H 3.408 -4.475 -2.020 0.112 -0.092 -0.311
H 2.105 -2.939 -0.588 -0.255 -0.020 -0.019
H 5.060 0.213 -1.361 -0.666 0.187 0.463
H 6.347 -1.406 -2.497 0.031 0.129 -0.544
```
Positions in Å, forces in eV/Å.

This record from the OMol25 dataset describes C45H33ClN4O12TeTm as an isolated structure. The level of theory is the ωB97M-V functional and the def2-TZVPD basis.

Results
Relative energy (zero: lowest compared OMol25 entry of this formula, charge and spin) in kJ/mol: 0.0
Electronic energy in eV: -127084.968
Multiplicity: 4
E_LUMO (alpha / beta) in eV: 3.47 / 2.73
HOMO-LUMO gap (alpha / beta) in eV: 5.9072 / 5.1431
M in Da: 1153.762
Charge: -2
<S²>: 3.7607

Structure (XYZ):
```
97
Properties=species:S:1:pos:R:3:forces:R:3
Tm -0.333 0.015 -0.407 -0.476 -0.042 0.345
O -1.283 3.814 1.420 0.016 -0.074 -0.059
C -1.278 2.660 1.009 -0.252 0.193 0.050
O -0.267 1.912 0.800 -0.009 0.060 -0.085
C -2.631 1.982 0.758 0.050 0.038 0.116
C -3.811 2.616 1.116 -0.051 0.035 0.000
C -5.004 1.929 0.972 0.051 -0.075 -0.048
C -4.975 0.638 0.462 -0.015 0.087 0.054
C -3.754 0.091 0.102 -0.066 -0.152 -0.097
N -2.607 0.750 0.247 -0.059 0.375 -0.033
H -3.758 3.622 1.505 0.038 -0.018 0.031
H -5.944 2.384 1.259 0.005 0.019 -0.007
H -5.880 0.058 0.345 0.016 -0.017 -0.019
H -3.683 -0.903 -0.323 0.059 0.018 -0.015
O -1.351 -6.098 -0.962 0.007 -0.033 -0.087
C -1.088 -4.926 -1.113 -0.042 -0.213 0.037
C 0.283 -4.307 -1.071 0.267 0.085 0.013
O 1.353 -4.894 -1.111 -0.026 -0.022 0.055
C 0.056 -2.866 -0.983 -0.453 0.079 0.239
C -1.299 -2.571 -1.314 0.489 -0.713 -0.042
O -1.716 -1.376 -1.502 -0.075 0.028 0.127
C -2.071 -3.812 -1.356 -0.216 0.315 -0.197
O -3.269 -3.941 -1.555 -0.061 -0.025 0.029
O 0.907 -1.958 -0.692 -0.341 -0.129 -0.049
O 0.101 -1.396 5.572 0.946 0.171 1.003
C 1.287 -0.872 5.387 -0.289 -0.220 0.251
O 2.116 -0.796 6.270 0.135 0.128 0.000
C 1.571 -0.383 4.007 0.301 0.113 -0.091
C 2.669 0.362 3.625 -0.388 -0.127 -0.004
Cl 3.829 1.067 4.647 0.153 0.064 -0.049
N 2.600 0.568 2.279 0.058 -0.128 0.246
N 1.485 -0.005 1.783 0.029 -0.148 -0.203
C 0.859 -0.569 2.797 -0.024 0.139 0.039
C -0.513 -1.164 2.571 0.172 0.071 -0.206
O -1.144 -1.547 3.577 -0.461 -0.148 -0.924
O -0.925 -1.181 1.392 -0.051 -0.194 0.502
C 3.442 1.343 1.425 -0.002 0.134 -0.265
C 4.796 1.541 1.682 -0.090 -0.118 0.019
C 5.533 2.366 0.846 0.032 0.032 0.024
C 4.945 2.968 -0.256 -0.021 0.027 -0.056
C 3.611 2.716 -0.540 0.029 0.020 0.012
C 2.862 1.908 0.296 -0.032 0.025 0.280
H -0.434 -1.445 4.689 -0.417 -0.083 -0.105
H 5.277 1.059 2.515 0.026 -0.032 0.058
H 6.580 2.538 1.062 0.001 -0.052 -0.003
H 5.531 3.603 -0.910 -0.001 0.012 0.026
H 3.138 3.152 -1.409 -0.007 0.000 0.012
H 1.819 1.730 0.103 0.066 0.264 0.035
C 8.711 -3.436 -3.896 -0.117 0.024 0.071
C 7.394 -2.780 -3.564 0.041 0.059 -0.031
C 7.342 -1.448 -3.186 0.009 -0.048 0.021
C 6.133 -0.828 -2.874 -0.070 0.074 0.005
C 6.149 0.644 -2.540 -0.010 -0.179 -0.070
C 4.937 -1.548 -2.931 0.189 0.274 0.164
Te 2.933 -0.707 -2.299 0.355 -0.270 -0.813
N 1.170 0.649 -2.022 0.818 -0.030 -0.387
C 0.403 1.585 -2.510 -0.061 0.273 -0.191
O -0.809 1.657 -2.111 0.108 -0.148 -0.002
C 0.859 2.628 -3.500 -0.056 0.073 -0.001
C -0.077 3.559 -3.946 -0.034 -0.055 -0.016
C 0.288 4.545 -4.849 -0.022 0.001 -0.012
C 1.591 4.605 -5.325 0.045 0.021 -0.016
C 2.529 3.685 -4.878 0.042 0.005 -0.034
C 2.167 2.712 -3.960 -0.116 -0.007 0.051
C 2.531 -0.695 -4.412 -0.249 0.065 -0.070
C 3.510 -0.182 -5.261 -0.004 0.096 0.258
C 3.280 -0.014 -6.615 0.015 -0.016 -0.081
C 2.051 -0.375 -7.145 0.012 -0.002 0.000
C 1.092 -0.937 -6.319 0.004 0.007 -0.064
C 1.308 -1.120 -4.954 0.114 -0.102 0.116
C 0.264 -1.820 -4.137 0.056 0.125 0.031
C 4.983 -2.902 -3.302 -0.245 -0.023 -0.033
C 3.724 -3.728 -3.375 0.066 0.023 0.039
C 6.202 -3.492 -3.619 0.050 0.044 -0.008
H 9.448 -2.690 -4.196 0.028 -0.025 -0.013
H 8.593 -4.155 -4.707 0.041 -0.018 0.007
H 9.109 -3.969 -3.028 0.021 -0.024 -0.030
H 8.263 -0.873 -3.128 -0.010 0.005 -0.034
H 5.979 1.238 -3.445 -0.022 0.062 0.044
H 7.112 0.940 -2.122 -0.017 0.038 0.016
H 5.365 0.895 -1.829 0.025 0.063 0.033
H -1.086 3.480 -3.566 0.018 0.019 0.004
H -0.445 5.270 -5.184 -0.003 -0.018 0.000
H 1.877 5.370 -6.037 -0.006 -0.010 0.000
H 3.547 3.719 -5.251 -0.001 0.028 0.024
H 2.899 2.015 -3.584 0.091 -0.123 -0.009
H 4.470 0.094 -4.843 0.025 0.038 -0.048
H 4.057 0.395 -7.249 -0.005 0.017 0.011
H 1.846 -0.239 -8.200 0.005 -0.009 -0.002
H 0.147 -1.259 -6.742 -0.004 -0.013 0.029
H -0.421 -2.384 -4.771 0.025 -0.008 -0.015
H -0.327 -1.115 -3.556 -0.080 0.059 0.097
H 0.729 -2.509 -3.431 -0.024 -0.029 0.012
H 3.277 -3.872 -2.388 -0.059 -0.028 0.010
H 3.927 -4.712 -3.796 -0.010 -0.008 0.004
H 2.974 -3.235 -3.998 0.020 -0.073 -0.030
H 6.220 -4.536 -3.918 -0.020 0.000 0.006
```
Positions in Å, forces in eV/Å.

This record from the OMol25 dataset describes C26H28N5O6Tc as an isolated structure. The level of theory is the ωB97M-V functional and the def2-TZVPD basis.

Results
Relative energy (zero: lowest compared OMol25 entry of this formula, charge and spin) in kJ/mol: 19.4
Electronic energy in eV: -49346.178
Multiplicity: 4
E_LUMO (alpha / beta) in eV: -3.46 / -4.94
HOMO-LUMO gap (alpha / beta) in eV: 8.0145 / 6.5628
M in Da: 604.539
Charge: +1
<S²>: 3.7685

Structure (XYZ):
```
66
Properties=species:S:1:pos:R:3:forces:R:3
Tc -0.302 -0.187 0.006 0.188 -0.274 0.011
C -3.026 1.421 -0.149 -0.020 -0.019 0.013
N -2.568 0.023 0.057 0.078 -0.070 -0.006
C -3.081 -0.429 1.399 -0.044 0.033 -0.003
C -2.727 0.453 2.588 0.022 0.018 -0.020
C -1.222 0.711 2.751 0.012 -0.023 0.011
N -0.485 -0.336 2.055 0.037 -0.060 0.123
C 0.055 -1.297 2.711 -0.016 0.033 0.014
C 0.551 -2.517 2.131 -0.020 -0.011 0.055
C 1.289 -3.402 2.932 -0.006 0.026 -0.015
C 1.649 -4.642 2.462 -0.021 -0.003 -0.060
C 1.233 -5.033 1.186 0.032 -0.015 0.050
C 0.488 -4.190 0.387 0.012 0.030 -0.016
C 0.156 -2.914 0.841 0.086 -0.039 -0.024
O -0.572 -2.116 0.049 -0.208 0.204 0.060
C -3.267 -0.867 -0.947 -0.013 0.022 -0.025
C -2.480 -1.343 -2.165 0.025 0.009 0.040
C -1.580 -0.308 -2.822 0.048 -0.002 -0.017
N -0.289 -0.223 -2.121 -0.086 -0.123 -0.013
C 0.784 -0.401 -2.824 0.020 0.130 -0.033
C 2.136 -0.421 -2.371 -0.022 0.011 -0.027
C 3.160 -0.422 -3.343 0.005 -0.003 0.013
C 4.478 -0.417 -2.971 -0.016 -0.014 0.032
C 4.802 -0.425 -1.607 0.018 0.012 -0.016
C 3.827 -0.448 -0.634 0.026 -0.002 -0.021
C 2.483 -0.453 -1.006 -0.054 0.070 0.075
O 1.570 -0.521 -0.052 -0.085 -0.139 -0.068
H -4.092 1.495 0.083 0.003 0.003 -0.004
H -2.886 1.715 -1.184 -0.007 0.003 0.008
H -2.471 2.105 0.489 0.000 0.003 -0.003
H -2.707 -1.441 1.544 0.001 0.005 0.005
H -4.171 -0.484 1.325 0.011 0.009 -0.016
H -3.119 -0.068 3.463 0.026 -0.016 0.000
H -3.256 1.404 2.541 -0.022 -0.003 0.024
H -0.931 0.728 3.802 0.001 0.030 -0.002
H -0.936 1.671 2.328 0.020 -0.006 -0.035
H 0.090 -1.209 3.797 -0.007 -0.011 -0.004
H 1.574 -3.089 3.929 0.001 -0.001 0.005
H 2.232 -5.313 3.075 0.003 -0.009 0.006
H 1.497 -6.014 0.815 0.004 -0.005 -0.002
H 0.162 -4.489 -0.599 0.005 -0.013 -0.004
H -4.158 -0.323 -1.271 -0.004 -0.017 0.009
H -3.613 -1.751 -0.416 0.030 -0.013 -0.003
H -3.215 -1.688 -2.894 -0.017 0.024 -0.005
H -1.866 -2.203 -1.900 -0.030 0.000 -0.017
H -2.068 0.672 -2.824 -0.016 0.003 -0.037
H -1.403 -0.568 -3.867 0.009 -0.023 0.020
H 0.650 -0.530 -3.899 0.017 0.011 0.002
H 2.886 -0.416 -4.391 0.000 0.001 -0.009
H 5.260 -0.408 -3.716 0.008 0.006 -0.006
H 5.842 -0.414 -1.308 0.002 -0.003 -0.001
H 4.065 -0.454 0.421 0.011 0.000 0.002
O 1.692 5.729 1.276 -0.055 -0.086 0.048
C 0.890 5.551 0.261 0.027 -0.012 -0.009
O 0.418 6.443 -0.401 0.038 0.009 -0.030
C 0.523 4.136 -0.114 -0.045 0.042 -0.004
C -0.167 3.892 -1.281 -0.023 -0.030 0.013
N -0.410 2.581 -1.337 0.025 0.061 0.015
N 0.089 1.932 -0.255 -0.114 0.139 -0.135
C 0.688 2.878 0.490 0.204 -0.092 -0.095
C 1.535 2.476 1.700 -0.302 0.145 0.154
O 2.165 3.402 2.237 0.067 0.077 0.003
O 1.475 1.275 1.991 0.058 -0.039 -0.020
H 1.930 4.842 1.707 0.074 -0.022 -0.014
H -0.471 4.580 -2.053 -0.020 0.014 -0.001
H -0.786 2.058 -2.107 0.023 0.016 0.009
```
Positions in Å, forces in eV/Å.

This record from the OMol25 dataset describes C43H34Br4F2N7O9Ta as an isolated structure. The level of theory is the ωB97M-V functional and the def2-TZVPD basis.

Results
Relative energy (zero: lowest compared OMol25 entry of this formula, charge and spin) in kJ/mol: 166.7
Electronic energy in eV: -361159.666
E_LUMO in eV: -1.99
HOMO-LUMO gap in eV: 4.4724
M in Da: 1331.345
Charge: 0

Structure (XYZ):
```
100
Properties=species:S:1:pos:R:3:forces:R:3
Ta -0.496 0.193 -0.282 -0.780 -0.997 0.651
Br 0.429 3.625 5.817 -0.064 0.114 0.117
C 0.638 2.569 4.272 0.084 -0.075 0.093
C 1.774 1.785 4.133 -0.038 0.059 0.064
Br 3.068 1.706 5.498 0.156 -0.026 0.054
C 1.937 1.028 2.975 0.001 -0.134 -0.246
Br 3.397 -0.126 2.714 0.281 -0.150 -0.083
C 0.991 1.064 1.974 -0.524 1.112 1.654
O 1.056 0.415 0.849 0.494 -0.149 -0.281
C -0.220 1.795 2.145 1.243 -0.141 0.731
O -1.077 1.629 1.196 -0.256 -0.849 -1.357
C -0.360 2.561 3.298 -0.187 0.088 -0.092
Br -1.937 3.559 3.519 -0.169 -0.012 -0.194
C 6.812 -3.710 -1.044 -0.236 -0.157 -0.128
C 5.530 -4.205 -1.709 0.471 -0.035 -0.019
N 4.337 -3.702 -1.055 0.058 0.120 -0.230
C 3.806 -2.531 -1.506 -0.380 0.288 0.004
C 2.674 -1.941 -1.052 -0.134 0.483 -0.240
C 2.236 -0.653 -1.775 1.212 -0.721 -0.035
O 3.035 -0.176 -2.565 -0.281 0.061 0.062
O 1.068 -0.217 -1.533 -0.847 0.241 -0.143
C 1.950 -2.557 0.033 -0.447 0.125 0.205
O 0.933 -2.136 0.570 0.702 -0.503 -0.090
C 2.528 -3.838 0.493 0.170 -0.336 0.143
C 1.839 -4.542 1.474 0.240 -0.241 -0.024
C 2.297 -5.752 1.926 0.011 0.140 -0.145
F 1.537 -6.425 2.831 0.028 0.009 -0.077
C 3.508 -6.290 1.472 -0.155 0.435 -0.086
C 4.207 -5.573 0.508 0.020 0.038 -0.120
C 3.717 -4.374 -0.036 -0.537 -0.264 0.531
N 4.082 -7.473 2.001 0.029 -0.092 0.148
C 4.619 -8.488 1.119 -0.044 -0.042 -0.033
C 5.929 -8.999 1.757 -0.042 -0.061 -0.803
N 5.850 -8.702 3.211 0.391 0.170 0.342
C 4.525 -9.088 3.751 -0.714 -0.145 0.271
C 3.500 -8.087 3.181 -0.128 0.122 0.128
H 7.676 -4.098 -1.576 0.154 -0.015 -0.039
H 6.867 -4.026 -0.006 0.007 -0.049 0.169
H 6.844 -2.626 -1.067 0.047 0.160 0.005
H 5.495 -5.298 -1.722 -0.047 0.121 -0.102
H 5.513 -3.866 -2.748 -0.099 -0.100 0.123
H 4.338 -2.041 -2.311 0.034 0.005 -0.058
H 0.920 -4.128 1.859 -0.145 0.099 0.025
H 5.166 -5.952 0.188 0.093 -0.015 -0.010
H 4.811 -8.080 0.130 0.024 -0.057 0.068
H 3.911 -9.321 1.002 0.021 0.053 -0.038
H 6.802 -8.487 1.352 -0.030 0.016 0.130
H 6.052 -10.072 1.607 0.036 0.038 0.199
H 5.891 -7.675 3.298 0.166 -0.236 -0.016
H 6.622 -9.130 3.729 -0.132 0.134 -0.106
H 4.536 -9.039 4.840 0.161 -0.030 -0.073
H 4.306 -10.115 3.456 0.205 0.063 -0.056
H 3.297 -7.305 3.913 0.011 -0.141 -0.027
H 2.557 -8.609 2.972 0.127 0.011 0.082
O -1.342 -1.163 1.404 0.206 0.066 -1.318
N -1.926 -2.173 0.905 -0.207 -0.098 1.022
N -1.718 -2.404 -0.319 -0.028 0.187 0.369
O -0.929 -1.687 -1.080 0.323 0.632 0.107
C -2.332 -3.499 -0.950 -0.383 -0.767 -0.527
C -2.734 -4.622 -0.238 0.126 0.165 -0.026
C -3.259 -5.697 -0.934 -0.019 0.017 -0.059
C -3.384 -5.646 -2.315 -0.059 -0.101 -0.056
C -2.995 -4.512 -3.013 -0.034 -0.119 0.058
C -2.466 -3.433 -2.333 0.132 0.212 0.167
H -2.613 -4.645 0.833 -0.012 -0.005 0.086
H -3.560 -6.586 -0.399 -0.033 -0.029 0.048
H -3.782 -6.496 -2.850 -0.051 -0.066 -0.031
H -3.094 -4.473 -4.088 -0.019 0.014 -0.031
H -2.137 -2.533 -2.835 -0.022 -0.020 -0.053
F -2.409 0.220 -0.438 -0.185 0.178 0.087
O -0.037 3.724 -0.559 -0.026 0.228 -0.167
C -0.609 3.145 -1.453 0.647 0.918 0.932
N -1.259 3.707 -2.510 -0.290 0.019 -0.485
C -1.860 2.723 -3.376 -0.085 0.136 -0.192
C -1.386 1.445 -2.668 -0.266 -0.382 -0.699
O -1.580 0.289 -3.000 -0.129 0.078 -0.275
N -0.685 1.779 -1.586 0.096 0.292 0.188
C -1.315 2.761 -4.793 0.219 0.009 -0.170
C -0.754 3.919 -5.315 -0.057 -0.081 0.018
C -0.266 3.937 -6.611 0.007 0.065 -0.092
C -0.337 2.801 -7.400 0.079 0.012 -0.065
C -0.889 1.643 -6.880 -0.022 -0.008 -0.072
C -1.379 1.624 -5.588 -0.017 0.006 -0.070
C -3.379 2.824 -3.432 -0.184 -0.020 0.168
C -4.153 1.712 -3.737 -0.014 0.005 0.001
C -5.530 1.816 -3.826 -0.055 -0.021 -0.041
C -6.156 3.032 -3.611 -0.062 0.030 0.038
C -5.392 4.143 -3.296 -0.034 0.061 -0.036
C -4.014 4.041 -3.212 0.043 -0.079 -0.036
H -1.381 4.697 -2.608 0.128 -0.026 0.208
H -0.681 4.812 -4.714 0.036 0.068 0.075
H 0.176 4.843 -7.001 0.016 0.050 -0.032
H 0.050 2.814 -8.408 0.029 0.018 -0.071
H -0.933 0.743 -7.479 0.003 -0.028 -0.044
H -1.779 0.712 -5.177 -0.059 -0.081 0.004
H -3.676 0.756 -3.878 0.055 -0.119 -0.017
H -6.117 0.940 -4.059 -0.027 -0.062 0.000
H -7.232 3.113 -3.673 -0.059 -0.004 -0.008
H -5.868 5.096 -3.111 -0.033 0.050 -0.002
H -3.447 4.925 -2.964 0.067 0.069 0.052
```
Positions in Å, forces in eV/Å.